(1)
The following is a DFT calculation (the ωB97M-V functional and the def2-TZVPD basis) of C40H32HfN12O2 as an isolated structure.

```
87
Properties=species:S:1:pos:R:3:lowdin_charge:R:1
Hf 0.24 0.04 -0.02 1.7861
C -1.38 5.37 -1.60 -0.0592
C -0.97 5.41 -0.28 -0.0546
C -0.22 4.38 0.26 -0.0354
C 0.15 3.30 -0.53 -0.2903
C -0.26 3.25 -1.86 -0.0407
C -1.02 4.29 -2.39 -0.0484
N 0.85 2.20 0.05 -0.0359
C 1.94 2.42 0.80 -0.2243
C 2.77 3.58 0.72 0.0041
C 3.90 3.67 1.48 -0.0228
C 4.27 2.65 2.41 -0.0395
C 3.51 1.54 2.54 -0.0119
C 2.34 1.40 1.75 -0.2225
N 1.47 0.38 1.86 -0.1032
N 1.63 -0.54 2.76 0.0950
C 0.59 -1.46 2.69 -0.3305
C 0.47 -2.43 3.69 0.0254
C -0.58 -3.32 3.62 -0.0069
C -1.49 -3.24 2.56 -0.0222
C -1.29 -2.28 1.60 -0.1084
N -0.27 -1.40 1.65 -0.0400
H -1.97 6.17 -2.02 0.1153
H -1.25 6.25 0.35 0.1158
H 0.08 4.41 1.30 0.1241
H 0.01 2.42 -2.49 0.0846
H -1.33 4.24 -3.43 0.1215
H 2.51 4.36 0.02 0.1258
H 4.53 4.54 1.38 0.1233
H 5.17 2.78 3.00 0.1192
H 3.75 0.75 3.24 0.1174
H 1.19 -2.45 4.49 0.1292
H -0.71 -4.07 4.39 0.1290
H -2.33 -3.92 2.48 0.1234
H -1.95 -2.19 0.74 0.1232
O -0.92 -0.69 -3.96 0.1587
C -0.67 -0.89 -2.80 -0.4377
N -1.11 -0.13 -1.70 -0.0193
C -2.18 0.75 -1.84 -0.4420
O -2.80 1.03 -2.83 0.1619
C -2.55 1.36 -0.50 -0.1824
C -3.64 2.19 -0.37 0.0471
C -3.91 2.72 0.89 0.0081
C -3.07 2.41 1.95 -0.0119
C -1.99 1.58 1.73 -0.0988
N -1.74 1.06 0.53 -0.0225
C 0.22 -2.02 -2.36 -0.1945
C 0.70 -2.94 -3.28 0.0475
C 1.52 -3.96 -2.82 -0.0143
C 1.82 -4.03 -1.47 -0.0210
C 1.31 -3.06 -0.62 -0.1140
N 0.54 -2.06 -1.06 -0.0177
H -4.25 2.40 -1.23 0.1397
H -4.76 3.37 1.03 0.1300
H -3.25 2.81 2.94 0.1242
H -1.30 1.33 2.53 0.1183
H 0.42 -2.83 -4.32 0.1374
H 1.93 -4.69 -3.50 0.1186
H 2.45 -4.81 -1.08 0.1256
H 1.53 -3.08 0.44 0.1114
C 3.92 -1.14 0.14 0.0082
C 3.45 -0.39 -1.05 -0.3105
N 2.23 0.09 -1.28 -0.0092
C 2.27 0.70 -2.53 -0.0888
C 3.51 0.59 -3.04 0.0015
N 4.25 -0.10 -2.10 0.0119
C 5.56 -0.69 -2.34 -0.0446
N 5.44 -1.90 -3.10 -0.0479
N 4.80 -2.95 -2.54 0.0629
N 4.61 -3.85 -3.42 0.0887
C 5.09 -3.39 -4.63 -0.2165
C 5.10 -4.00 -5.89 0.0023
C 5.64 -3.28 -6.92 -0.0593
C 6.17 -1.98 -6.72 -0.0556
C 6.17 -1.38 -5.49 -0.0100
C 5.61 -2.12 -4.44 -0.1659
H 3.11 -1.29 0.85 0.0483
H 4.71 -0.60 0.65 0.1002
H 4.29 -2.12 -0.16 0.0801
H 1.40 1.16 -2.98 0.0960
H 3.93 0.91 -3.98 0.1387
H 6.02 -0.91 -1.38 0.1403
H 6.19 0.02 -2.88 0.1491
H 4.71 -5.00 -6.03 0.1205
H 5.68 -3.70 -7.91 0.1143
H 6.59 -1.46 -7.57 0.1158
H 6.60 -0.39 -5.35 0.1114
```

Results
* charge: +2
* LUMO (alpha / beta): -7.132 / -7.355 eV
* relative energy (zero: lowest compared OMol25 entry of this formula, charge and spin): 15.8 kJ/mol

***

(2)
The following is a DFT calculation (the ωB97M-V functional and the def2-TZVPD basis) of C40H32I2N4O4S2Tc as an isolated structure at a distorted geometry.

```
85
Properties=species:S:1:pos:R:3:lowdin_spin:R:1
Tc 0.35 -1.36 0.55 2.4475
C 2.82 -1.68 -1.68 0.0072
C 2.65 -0.86 -0.44 -0.0067
N 1.65 0.00 -0.40 0.1189
N 1.87 1.23 0.26 0.0527
C 0.85 1.66 0.88 0.0377
S -0.57 0.69 1.18 0.0566
S 0.87 3.31 1.55 0.0140
C 2.47 3.26 2.43 0.0006
C 2.33 2.71 3.82 0.0006
C 2.19 3.55 4.92 0.0003
C 2.02 3.02 6.19 0.0002
C 1.99 1.65 6.38 0.0002
C 2.12 0.80 5.28 0.0005
C 2.29 1.33 4.01 0.0015
C 3.58 -0.97 0.68 0.0062
C 4.97 -0.97 0.55 -0.0006
C 5.78 -1.07 1.67 0.0079
C 5.18 -1.21 2.92 -0.0037
C 3.81 -1.27 3.06 0.0076
C 2.98 -1.16 1.94 -0.0003
O 1.66 -1.29 2.06 0.0823
H 3.16 -1.00 -2.47 0.0001
H 1.88 -2.09 -2.03 0.0004
H 3.55 -2.47 -1.53 0.0002
H 2.86 4.27 2.43 0.0000
H 3.12 2.64 1.82 0.0000
H 2.22 4.62 4.78 0.0000
H 1.92 3.68 7.04 0.0000
H 1.85 1.23 7.37 0.0000
H 2.09 -0.27 5.42 0.0000
H 2.37 0.68 3.16 0.0009
H 5.41 -0.85 -0.43 -0.0001
H 6.85 -1.04 1.57 0.0004
H 5.81 -1.30 3.80 -0.0005
H 3.35 -1.41 4.03 0.0005
I 0.88 -5.97 -2.02 0.0053
C -0.33 -5.46 -0.46 0.0168
C -1.32 -6.31 0.00 -0.0043
C -2.14 -5.98 1.06 0.0185
I -3.54 -7.36 1.67 0.0026
C -2.03 -4.70 1.72 -0.0015
C -2.81 -4.28 2.81 0.0193
C -2.61 -3.03 3.35 -0.0037
C -1.66 -2.18 2.78 0.0202
N -0.93 -2.56 1.74 -0.0144
C -1.08 -3.80 1.24 0.0015
C -0.13 -4.17 0.17 -0.0095
O 0.80 -3.41 -0.14 0.0272
H -1.45 -7.27 -0.49 -0.0006
H -3.56 -4.94 3.22 0.0012
H -3.20 -2.68 4.19 -0.0006
H -1.49 -1.17 3.13 0.0011
C -2.32 5.62 -2.91 0.0000
C -1.73 4.50 -3.73 0.0000
C -1.05 4.81 -4.90 0.0001
C -0.45 3.81 -5.65 0.0000
C -0.59 2.50 -5.27 0.0001
C -1.30 2.17 -4.12 0.0000
N -1.39 0.80 -3.78 0.0011
C -2.54 0.12 -3.44 0.0007
C -3.79 0.53 -3.90 -0.0002
C -4.93 -0.17 -3.56 0.0011
C -4.86 -1.31 -2.76 0.0000
C -3.62 -1.71 -2.29 0.0012
C -2.47 -1.01 -2.62 -0.0001
C -1.14 -1.41 -2.05 0.0091
O -0.14 -1.52 -2.75 0.0103
O -1.18 -1.64 -0.77 0.0620
C -1.84 3.17 -3.31 0.0002
C -2.47 2.86 -1.98 0.0006
H -2.18 6.57 -3.40 0.0000
H -1.86 5.68 -1.93 0.0000
H -3.39 5.47 -2.74 0.0000
H -0.96 5.85 -5.21 0.0000
H 0.10 4.06 -6.55 0.0000
H -0.16 1.70 -5.87 0.0000
H -0.54 0.25 -3.82 0.0001
H -3.85 1.41 -4.53 -0.0001
H -5.89 0.16 -3.94 0.0001
H -5.75 -1.86 -2.50 0.0000
H -3.54 -2.57 -1.64 0.0001
H -3.55 2.76 -2.04 0.0000
H -2.26 3.66 -1.26 0.0000
H -2.07 1.94 -1.56 0.0011
```

Results
* LUMO (alpha / beta): -1.206 / -2.682 eV
* spin multiplicity: 4
* expectation value of S²: 3.794
* relative energy (zero: lowest compared OMol25 entry of this formula, charge and spin): 238.1 kJ/mol

***

> Among the records above, which one has the lowest relative energy (zero: lowest compared OMol25 entry of this formula, charge and spin)?

C40H32HfN12O2

***

> relative energy (zero: lowest compared OMol25 entry of this formula, charge and spin) of number 2 (C40H32I2N4O4S2Tc)?

238.1 kJ/mol

***

> The highest relative energy (zero: lowest compared OMol25 entry of this formula, charge and spin) belongs to which entry?

C40H32I2N4O4S2Tc

***

> The lowest relative energy (zero: lowest compared OMol25 entry of this formula, charge and spin) belongs to which entry?

C40H32HfN12O2